<w>
{"formula": "C2HClO2S", "method": "ωB97M-V/def2-TZVPD", "gap_ev": [8.20, 8.20], "homo_energy_ev": [-9.720, -9.720], "species": ["C", "C", "O", "O", "S", "Cl", "H"], "positions_angstrom": [[-0.0169, 0.6409, -0.1099], [-2.3697, 1.0933, -0.2375], [-2.6513, 2.1690, -0.6318], [2.3039, 1.8013, 0.4999], [0.8672, 1.9619, 0.2404], [-3.2737, -0.1430, 0.5076], [0.0974, -0.4144, -0.4881]]}


<x>
{"formula": "C2HClO2S", "method": "ωB97M-V/def2-TZVPD", "gap_ev": 8.22, "homo_energy_ev": -9.849, "species": ["C", "C", "O", "O", "S", "Cl", "H"], "positions_angstrom": [[1.3199, -1.5452, 0.2595], [2.4868, -0.8599, 0.4301], [3.2918, -1.0438, 1.2721], [-0.7555, -2.6822, 0.2465], [0.1923, -2.0839, -0.7487], [2.3940, 0.8084, -0.4429], [-0.3238, -2.4368, 1.1823]]}


<y>
{"formula": "C2HClO2S", "method": "ωB97M-V/def2-TZVPD", "gap_ev": 8.66, "homo_energy_ev": -10.740, "species": ["C", "C", "O", "O", "S", "Cl", "H"], "positions_angstrom": [[0.2280, -0.2061, -0.1282], [-1.1045, 0.2604, 0.0412], [-1.5806, 1.3567, 0.1967], [2.8045, 0.5112, 0.0266], [1.4158, 0.9745, 0.0308], [-2.1644, -1.2239, 0.0257], [0.4014, -1.6729, -0.1928]]}


Stability verdict: <y>, ahead by 12.2 kcal/mol


<w>
{"formula": "C44H66O33", "method": "ωB97M-V/def2-TZVPD", "gap_ev": 10.02, "homo_energy_ev": -10.398, "smiles": "C[C@H]1COC(=O)O1.C[C@H]1COC(=O)O1.C[C@H]1COC(=O)O1.C[C@H]1COC(=O)O1.C[C@H]1COC(=O)O1.C[C@H]1COC(=O)O1.C[C@H]1COC(=O)O1.C[C@H]1COC(=O)O1.C[C@H]1COC(=O)O1.C[C@H]1COC(=O)O1.C[C@H]1COC(=O)O1", "species": ["C", "C", "C", "O", "C", "O", "O", "H", "H", "H", "H", "H", "H", "C", "C", "C", "O", "C", "O", "O", "H", "H", "H", "H", "H", "H", "C", "C", "C", "O", "C", "O", "O", "H", "H", "H", "H", "H", "H", "C", "C", "C", "O", "C", "O", "O", "H", "H", "H", "H", "H", "H", "C", "C", "C", "O", "C", "O", "O", "H", "H", "H", "H", "H", "H", "C", "C", "C", "O", "C", "O", "O", "H", "H", "H", "H", "H", "H", "C", "C", "C", "O", "C", "O", "O", "H", "H", "H", "H", "H", "H", "C", "C", "C", "O", "C", "O", "O", "H", "H", "H", "H", "H", "H", "C", "C", "C", "O", "C", "O", "O", "H", "H", "H", "H", "H", "H", "C", "C", "C", "O", "C", "O", "O", "H", "H", "H", "H", "H", "H", "C", "C", "C", "O", "C", "O", "O", "H", "H", "H", "H", "H", "H"], "positions_angstrom": [[-5.3602, 4.4044, 2.7291], [-5.3844, 2.9238, 2.4507], [-5.3213, 2.4633, 0.9835], [-4.4023, 1.3913, 0.9982], [-3.7247, 1.3890, 2.1686], [-2.8093, 0.6748, 2.4262], [-4.1814, 2.3589, 2.9835], [-4.5638, 4.8879, 2.1619], [-5.0954, 4.5643, 3.7758], [-6.3394, 4.8533, 2.5708], [-6.2775, 2.4571, 2.8711], [-5.1242, 3.2238, 0.2277], [-6.3025, 2.0352, 0.7661], [3.6425, -4.3099, -3.1309], [2.2172, -4.7351, -2.8719], [1.8011, -4.6633, -1.3976], [0.5441, -3.9770, -1.4492], [0.2754, -3.5602, -2.7020], [-0.7539, -3.0466, -3.0133], [1.2814, -3.8790, -3.5321], [3.6734, -3.3127, -3.5856], [4.1602, -4.8868, -3.9022], [4.3169, -4.2510, -2.2779], [2.0641, -5.7455, -3.2512], [2.4840, -4.2755, -0.6444], [1.5426, -5.6711, -1.0561], [6.0455, -4.3171, 1.1917], [5.7333, -3.3342, 2.2894], [5.1144, -3.8784, 3.5988], [6.0601, -3.4581, 4.6063], [7.1389, -2.8666, 4.0462], [8.1174, -2.5599, 4.6292], [6.9534, -2.7168, 2.7213], [6.2878, -5.2974, 1.6114], [6.8068, -3.9164, 0.5299], [5.1646, -4.5205, 0.5736], [5.0625, -2.5413, 1.9525], [5.0757, -4.9676, 3.5667], [4.2048, -3.3900, 3.9342], [-6.4167, 4.5338, -4.5420], [-5.0344, 4.6468, -3.9634], [-4.9270, 5.4445, -2.6322], [-3.9144, 4.6931, -1.9274], [-3.7726, 3.4764, -2.4855], [-2.9581, 2.7049, -2.0827], [-4.4939, 3.3616, -3.6108], [-7.0963, 5.3662, -4.3858], [-6.8452, 3.5790, -4.2443], [-6.2894, 4.4794, -5.6278], [-4.3089, 5.1245, -4.6241], [-5.8061, 5.3938, -1.9947], [-4.5477, 6.4252, -2.8976], [-3.2462, -2.5660, -0.2145], [-4.4730, -3.0043, -0.9866], [-4.3015, -3.4370, -2.4605], [-5.0187, -4.6673, -2.5381], [-5.6263, -4.9188, -1.3552], [-6.4640, -5.7358, -1.1802], [-5.1043, -4.1362, -0.3788], [-3.5489, -2.1856, 0.7556], [-2.9447, -1.7043, -0.8250], [-2.4486, -3.3006, -0.2795], [-5.1667, -2.1555, -1.0498], [-3.2482, -3.6419, -2.6763], [-4.6403, -2.6700, -3.1517], [4.4159, 1.3437, 0.2074], [5.5512, 2.3345, 0.4563], [5.6577, 2.7782, 1.9211], [6.8993, 2.1911, 2.3915], [7.5470, 1.5938, 1.3612], [8.6226, 1.1031, 1.4336], [6.7679, 1.6028, 0.2600], [3.5225, 1.9631, 0.0857], [4.3354, 0.7607, 1.1222], [4.5581, 0.7059, -0.6588], [5.5098, 3.2547, -0.1271], [4.8615, 2.4170, 2.5577], [5.8466, 3.8437, 2.0349], [2.1417, -0.1124, 6.8635], [3.3069, 0.3851, 6.0208], [3.8448, -0.6246, 4.9895], [3.7463, 0.0445, 3.7485], [3.0274, 1.1900, 3.8859], [2.5954, 1.7847, 2.9498], [2.7668, 1.4231, 5.1664], [1.8343, 0.6207, 7.6059], [2.4314, -1.0778, 7.2826], [1.2468, -0.2470, 6.2510], [4.0508, 0.8154, 6.6895], [3.1768, -1.4923, 4.9987], [4.8564, -0.9583, 5.2088], [-1.1338, 6.4963, -2.2427], [-0.7316, 5.4835, -1.1853], [-0.0309, 4.2562, -1.7508], [1.0841, 4.0414, -0.8845], [1.3221, 5.1999, -0.1857], [2.3023, 5.3642, 0.4533], [0.3028, 6.0480, -0.3734], [-1.2952, 7.4677, -1.7799], [-1.9756, 6.2472, -2.8865], [-0.2937, 6.5399, -2.9432], [-1.5805, 5.2415, -0.5435], [0.4193, 4.4399, -2.7382], [-0.6010, 3.3444, -1.9174], [-3.2409, 0.2513, -4.5106], [-2.6649, 0.9398, -5.7537], [-1.2824, 0.5368, -6.2248], [-1.5845, -0.4350, -7.2132], [-2.8368, -0.2325, -7.6856], [-3.3148, -0.7882, -8.6113], [-3.4817, 0.6635, -6.8834], [-2.7926, -0.7534, -4.5005], [-4.3183, 0.1390, -4.5529], [-2.8733, 0.7404, -3.6121], [-2.7146, 2.0005, -5.4862], [-0.5947, 0.1318, -5.4824], [-0.7191, 1.3697, -6.6576], [-0.5496, -0.0762, -1.1818], [0.5940, 0.2877, -0.2705], [0.3576, 0.2662, 1.2488], [1.4037, -0.6000, 1.7295], [2.1829, -0.9757, 0.7093], [3.1771, -1.6196, 0.8648], [1.7131, -0.5869, -0.4803], [-0.8164, -1.1290, -1.0376], [-0.2235, -0.0677, -2.2269], [-1.4244, 0.5642, -1.1022], [0.8904, 1.2927, -0.5662], [-0.5893, -0.1611, 1.5700], [0.5092, 1.2814, 1.6092], [-0.0460, -3.6858, 1.5873], [0.0578, -4.1382, 3.0173], [0.2055, -3.0135, 4.0644], [-0.5649, -3.5118, 5.1640], [-1.3103, -4.5751, 4.7611], [-2.0860, -5.1327, 5.4579], [-1.1230, -4.8212, 3.4448], [0.8262, -3.2700, 1.0898], [-0.8164, -2.9147, 1.5004], [-0.3648, -4.5615, 1.0175], [0.9078, -4.8125, 3.1564], [-0.1481, -2.0238, 3.7895], [1.2608, -3.0473, 4.3382]]}


<x>
{"formula": "C44H66O33", "method": "ωB97M-V/def2-TZVPD", "gap_ev": 10.36, "homo_energy_ev": -10.426, "smiles": "C[C@H]1COC(=O)O1.C[C@H]1COC(=O)O1.C[C@H]1COC(=O)O1.C[C@H]1COC(=O)O1.C[C@H]1COC(=O)O1.C[C@H]1COC(=O)O1.C[C@H]1COC(=O)O1.C[C@H]1COC(=O)O1.C[C@H]1COC(=O)O1.C[C@H]1COC(=O)O1.C[C@H]1COC(=O)O1", "species": ["C", "C", "C", "O", "C", "O", "O", "H", "H", "H", "H", "H", "H", "C", "C", "C", "O", "C", "O", "O", "H", "H", "H", "H", "H", "H", "C", "C", "C", "O", "C", "O", "O", "H", "H", "H", "H", "H", "H", "C", "C", "C", "O", "C", "O", "O", "H", "H", "H", "H", "H", "H", "C", "C", "C", "O", "C", "O", "O", "H", "H", "H", "H", "H", "H", "C", "C", "C", "O", "C", "O", "O", "H", "H", "H", "H", "H", "H", "C", "C", "C", "O", "C", "O", "O", "H", "H", "H", "H", "H", "H", "C", "C", "C", "O", "C", "O", "O", "H", "H", "H", "H", "H", "H", "C", "C", "C", "O", "C", "O", "O", "H", "H", "H", "H", "H", "H", "C", "C", "C", "O", "C", "O", "O", "H", "H", "H", "H", "H", "H", "C", "C", "C", "O", "C", "O", "O", "H", "H", "H", "H", "H", "H"], "positions_angstrom": [[-8.9175, -4.2836, 1.1102], [-7.6804, -5.3131, 1.0195], [-7.7699, -6.2056, -0.1862], [-6.4750, -6.0421, -0.7722], [-5.7102, -5.1613, -0.0629], [-4.5864, -4.8730, -0.3186], [-6.5052, -4.6232, 0.8787], [-8.8494, -3.6070, 1.9620], [-9.8465, -4.8249, 1.2890], [-9.1233, -3.7059, 0.2091], [-7.6114, -5.9474, 1.9033], [-8.4774, -5.6312, -0.7843], [-8.1643, -7.2183, -0.1024], [-4.2953, 4.1673, 3.6293], [-5.8123, 3.7627, 3.4935], [-6.5120, 4.6111, 2.4037], [-6.4734, 3.7241, 1.2968], [-6.1137, 2.4505, 1.7260], [-5.9446, 1.4406, 0.9861], [-5.7704, 2.4437, 3.0429], [-4.1801, 5.1613, 4.0613], [-3.8309, 4.2193, 2.6446], [-3.7672, 3.4508, 4.2584], [-6.3102, 3.8219, 4.4614], [-5.8902, 5.4659, 2.1379], [-7.4745, 4.9418, 2.7940], [-7.3977, -3.7795, -5.7348], [-7.3908, -2.5161, -4.8275], [-7.0143, -1.1763, -5.4998], [-8.0769, -0.3541, -5.0911], [-9.0057, -1.0595, -4.5012], [-10.0166, -0.5118, -4.0075], [-8.6966, -2.3608, -4.3610], [-7.5806, -4.6769, -5.1438], [-6.3917, -3.8600, -6.1465], [-8.0638, -3.7622, -6.5975], [-6.7196, -2.6815, -3.9849], [-7.1206, -1.2767, -6.5799], [-6.0241, -0.8107, -5.2282], [8.6802, 7.7034, 4.5674], [7.9804, 7.1768, 3.3397], [6.4910, 7.5618, 3.1985], [6.4871, 8.3514, 1.9803], [7.7104, 8.4247, 1.4613], [7.9931, 8.9273, 0.3821], [8.6078, 7.8329, 2.2858], [9.7655, 7.6040, 4.5801], [8.3401, 7.0759, 5.3913], [8.3788, 8.7244, 4.8015], [8.1930, 6.1177, 3.1934], [6.1901, 8.1510, 4.0648], [5.8281, 6.6982, 3.1444], [2.1960, -6.2105, 1.8332], [1.5040, -5.0354, 2.4708], [0.6141, -5.4732, 3.6460], [0.9979, -4.7004, 4.7753], [2.0984, -4.0457, 4.4663], [2.8248, -3.4264, 5.2880], [2.4698, -4.2517, 3.1647], [2.5876, -6.8363, 2.6352], [2.9588, -5.8108, 1.1651], [1.6403, -6.9212, 1.2215], [0.9025, -4.4689, 1.7600], [0.8303, -6.5197, 3.8608], [-0.4202, -5.2662, 3.3713], [7.0509, -6.1247, -3.6070], [6.8321, -4.8137, -4.2934], [6.3188, -4.8572, -5.7373], [5.2293, -3.9017, -5.6348], [5.0256, -3.5044, -4.3658], [4.2078, -2.6490, -4.0492], [5.8994, -4.0388, -3.5617], [7.5857, -6.7949, -4.2799], [6.1051, -6.5640, -3.2898], [7.6132, -5.8604, -2.7115], [7.7819, -4.2790, -4.3061], [6.0358, -5.8883, -5.9492], [7.0404, -4.4869, -6.4655], [2.8761, 3.2297, 6.1044], [1.4532, 3.9216, 6.1567], [1.0150, 4.6853, 7.3532], [0.8680, 6.0669, 6.8953], [1.0814, 6.1803, 5.6493], [1.0516, 7.2624, 5.0913], [1.5378, 4.9952, 5.1883], [2.9219, 2.5230, 6.9330], [3.6769, 3.9692, 6.1002], [2.9589, 2.7009, 5.1548], [0.7468, 3.1561, 5.8354], [1.7434, 4.5545, 8.1534], [0.0604, 4.3152, 7.7273], [1.6216, 1.0741, -10.2926], [1.5212, 0.4984, -8.8780], [0.9244, 1.4009, -7.8007], [-0.0522, 0.5470, -7.2504], [-0.2855, -0.4925, -8.0263], [-1.1735, -1.2718, -7.7655], [0.5985, -0.5186, -9.0104], [2.4745, 1.7032, -10.5472], [0.7790, 1.7249, -10.5264], [1.7354, 0.3096, -11.0611], [2.4870, 0.1790, -8.4864], [0.5273, 2.2586, -8.3436], [1.6374, 1.8084, -7.0840], [-1.2244, 0.0711, 1.2527], [-0.2662, 0.3132, 0.0644], [-0.9373, 1.2978, -0.9521], [0.2286, 2.1102, -1.1761], [1.1078, 2.0118, -0.2147], [2.1011, 2.6863, -0.1937], [0.8199, 1.0635, 0.6116], [-1.5959, 1.0318, 1.6090], [-0.7551, -0.4438, 2.0910], [-2.0408, -0.5677, 0.9158], [0.1181, -0.6525, -0.2640], [-1.8054, 1.8406, -0.5783], [-1.3502, 0.6624, -1.7356], [-5.2305, -4.2939, 6.9453], [-5.1705, -2.7982, 6.7244], [-6.1910, -2.0900, 7.6688], [-5.3989, -1.0742, 8.2883], [-4.1354, -1.1303, 7.8855], [-3.2366, -0.3770, 8.1754], [-3.9502, -2.2917, 7.1826], [-6.0864, -4.8356, 6.5427], [-5.2745, -4.5897, 7.9935], [-4.3205, -4.7007, 6.5043], [-5.3135, -2.5510, 5.6725], [-6.6108, -2.8564, 8.3204], [-7.0373, -1.7733, 7.0593], [8.6790, 3.5530, -3.4382], [7.7739, 2.7584, -4.4160], [7.4229, 3.2199, -5.8696], [8.0986, 2.1814, -6.6226], [8.5620, 1.2330, -5.8810], [9.1403, 0.2018, -6.3102], [8.3211, 1.5095, -4.6675], [8.8687, 3.0797, -2.4748], [8.2368, 4.5066, -3.1501], [9.6666, 3.6780, -3.8822], [6.7798, 2.6690, -3.9778], [7.8735, 4.1911, -6.0745], [6.3607, 3.3557, -6.0728]]}


Stability verdict: <w>, ahead by 115.3 kcal/mol